{"formula": "C3H7N2O2", "method": "ωB97M-V/def2-TZVPD", "de_lowest_kj_mol": 28.48, "e_tot_ev": -10301.3399, "smiles": "NCCNC(=O)[O-]", "homo_energy_ha": -0.1478, "charge": -1, "lumo_ev": 4.06, "elements": ["O", "H", "H", "N", "C", "H", "C", "H", "O", "H", "H", "N", "H", "C"], "positions_angstrom": [[-3.09032, -0.59379, 1.19959], [1.37144, -0.15206, -2.21514], [2.08059, -0.63126, 0.55208], [1.92452, 0.04941, -1.38843], [1.30070, -0.52170, -0.19699], [0.25574, 0.41180, 1.47954], [0.13050, 0.31489, 0.40046], [0.16642, 1.30365, -0.05333], [-2.29959, 1.51911, 0.92946], [0.90245, -1.50305, -0.43574], [-1.22558, -1.26853, 0.18510], [-1.14205, -0.26905, 0.05278], [1.92037, 1.05754, -1.30535], [-2.29519, 0.28306, 0.79595]]}

{"formula": "C14H33ClN2O9S3Si", "method": "ωB97M-V/def2-TZVPD", "e_tot_ev": -89354.7325, "smiles": "C[Si](C)(C)[C@@](S)(CC(=O)Cl)OC(=O)CCCSC(=S)n1ccnc1.O.O.O.O.O.O", "homo_energy_ha": -0.3056, "charge": 0, "lumo_ev": -1.48, "elements": ["C", "H", "O", "H", "N", "O", "Si", "H", "H", "S", "C", "H", "N", "H", "H", "H", "H", "H", "H", "H", "C", "O", "H", "H", "C", "C", "C", "O", "H", "H", "H", "H", "C", "H", "H", "C", "O", "H", "O", "Cl", "C", "S", "O", "H", "C", "C", "H", "S", "H", "C", "H", "H", "H", "H", "C", "H", "C", "O", "O", "H", "H", "H", "H"], "positions_angstrom": [[2.35599, -2.13342, -2.57896], [-0.19233, -5.58014, -1.84727], [-2.34130, 1.80738, -3.08905], [2.23967, -1.04556, 2.20961], [2.58927, -3.27125, -0.16669], [2.11625, 5.43482, -1.03444], [0.02162, 2.35543, 0.29313], [-4.21662, -0.14403, 5.12797], [0.72604, -0.94641, 0.53812], [1.81262, -5.72969, 0.80549], [-0.19463, -1.48988, 1.06465], [-3.62674, 0.62690, 3.94932], [3.75030, -1.93795, -2.00557], [1.99266, 2.49163, 1.88442], [-2.31713, -7.78779, -2.29949], [-0.55574, 4.90555, 0.03813], [-1.33454, -8.17594, -1.19705], [1.95890, -1.75498, -3.61357], [-1.28359, 4.19932, 1.62822], [-0.54481, -2.44997, 3.11529], [-0.30277, 4.17848, 0.94953], [-0.26430, -5.04593, -2.65252], [3.26183, -0.56882, -4.39489], [0.78090, 1.21639, 2.56065], [1.66381, -2.99250, -1.36589], [-1.65915, -0.94286, 0.53988], [1.28277, 1.58588, 1.56838], [-2.96392, 5.64946, 0.26122], [2.13246, 6.31114, -0.62127], [-1.34588, 1.43204, 2.98847], [-3.68647, 2.69372, 0.00333], [1.58843, 1.69896, -1.64680], [-1.69741, 1.48845, 0.27380], [-3.28737, 6.46543, -0.14933], [-2.17659, 3.45702, -0.98743], [-3.12510, 1.64302, -1.99464], [-3.57618, 0.55097, 4.91398], [1.41703, 3.61413, -1.41393], [3.18987, -0.03461, -5.20014], [-4.56114, 0.47260, -2.11280], [-2.70807, 2.48429, -0.61187], [2.21168, -3.45156, 2.83666], [-2.73904, -1.63333, 1.00151], [0.53618, -3.37449, -1.38898], [-0.00665, -1.48484, 2.69294], [2.22687, -4.06682, 1.06793], [2.27924, -0.18067, -5.49733], [-2.36380, 1.50218, 2.02378], [-0.47402, -0.56623, 3.24711], [3.86751, -2.59888, -0.61631], [1.85234, -1.32396, 4.08900], [2.95532, 5.38793, -1.51688], [4.86633, -2.56882, -0.00461], [0.03301, 2.71139, -2.32089], [1.61930, -1.68008, 2.97397], [0.62287, 4.60300, 1.52819], [0.82681, 2.57748, -1.45891], [-1.73507, 0.18339, -0.40304], [-1.40651, -7.64173, -2.00230], [-0.14317, -2.63445, 0.72927], [-1.17492, -5.19199, -2.94971], [-2.76890, 5.90825, 1.17440], [1.99600, 0.79297, 1.06422]]}

{"formula": "C7H28O7", "method": "ωB97M-V/def2-TZVPD", "de_lowest_kj_mol": 485.24, "e_tot_ev": -22040.8490, "smiles": "CO.CO.CO.CO.CO.CO.CO", "homo_energy_ha": -0.3729, "charge": 0, "lumo_ev": 0.30, "elements": ["H", "C", "H", "H", "O", "H", "H", "H", "H", "H", "C", "O", "H", "H", "H", "O", "H", "O", "O", "C", "C", "H", "O", "C", "H", "H", "H", "H", "O", "H", "H", "C", "C", "H", "H", "H", "H", "H", "H", "H", "H", "H"], "positions_angstrom": [[-0.99611, 0.02813, 0.41197], [5.54006, -6.40507, -2.78048], [-5.29364, 0.35461, -2.14466], [5.59345, -4.61278, -3.49609], [-0.14427, -0.21864, 0.77950], [4.81219, -6.89240, -2.13178], [-6.84036, 4.47079, 4.81184], [6.01613, -5.02849, 2.76598], [2.49112, 1.97988, -1.32440], [-7.31491, 1.03792, -0.07908], [3.37550, 1.91147, -3.11920], [-3.54862, 6.85379, -2.35917], [-1.50310, 6.63759, -2.26773], [4.02089, 2.63931, -3.61095], [-7.37885, -0.34731, -1.12105], [-5.59280, 0.55281, -1.25426], [2.51238, 1.65774, -3.73462], [3.11461, 2.51023, -1.82598], [5.07023, -5.06868, -2.83278], [-7.00860, 0.67610, -1.06059], [0.28562, -1.39991, 0.09988], [5.66813, -6.90171, -3.74227], [6.65772, -5.99656, 4.46255], [5.61348, -5.56649, 3.62420], [-5.04289, 3.69756, 3.76588], [3.99634, 1.02884, -2.96553], [4.96046, -4.94488, 4.23678], [-7.49186, 1.29947, -1.81291], [-6.47799, 3.74270, 5.32192], [-4.75222, 2.73994, 5.34233], [7.09490, -5.20599, 4.78731], [-2.41878, 6.09308, -2.03722], [-5.17895, 3.61028, 4.84382], [0.03197, -2.37490, 0.51600], [-2.39665, 5.71210, -1.01621], [1.36521, -1.45510, 0.23972], [0.16012, -1.42837, -0.98250], [6.40341, -6.39921, -2.11513], [-2.33855, 5.27855, -2.75709], [-3.46444, 7.60812, -1.77137], [-4.65562, 4.51314, 5.15858], [5.05519, -6.38782, 3.17493]]}

{"formula": "C6H8ClF3NOS", "method": "ωB97M-V/def2-TZVPD", "e_tot_ev": -41392.5541, "homo_energy_ha": -0.5448, "charge": 1, "lumo_ev": -4.87, "elements": ["C", "H", "O", "F", "H", "F", "H", "H", "H", "C", "Cl", "C", "S", "C", "H", "C", "F", "H", "N", "C", "H"], "positions_angstrom": [[3.06915, 0.77650, 0.11641], [0.38617, -0.69027, 1.92520], [-2.08517, 0.49577, 1.27537], [-2.68266, -0.82219, -1.81205], [-0.77554, 1.12705, -0.81979], [-3.94969, -0.06139, -0.23987], [2.22613, -0.52219, -1.39059], [1.69011, 1.17284, -1.51998], [-1.35576, 0.82181, 1.81388], [-0.55737, 0.08231, -0.58196], [3.05583, 2.49837, 0.48847], [1.11833, -0.31919, 1.21835], [2.75553, -0.19982, 1.64017], [1.94722, 0.37282, -0.82808], [4.04498, 0.49567, -0.27069], [-1.65937, -0.44977, 0.33008], [-3.26271, -2.11144, -0.18235], [-0.48980, -0.47258, -1.51665], [0.78928, 0.04138, 0.02339], [-2.92386, -0.85668, -0.48795], [-1.34079, -1.37900, 0.81863]]}

{"formula": "H5NO2SSi", "method": "ωB97M-V/def2-TZVPD", "de_lowest_kj_mol": 52.97, "e_tot_ev": -24378.2701, "homo_energy_ha": -0.3553, "charge": 0, "lumo_ev": -1.39, "elements": ["H", "O", "H", "N", "O", "S", "H", "H", "Si", "H"], "positions_angstrom": [[-2.82019, -0.17716, -0.91724], [2.48831, -0.23707, -1.18964], [0.02808, -0.88991, 0.00891], [-0.24440, 0.10537, -0.19518], [3.37599, -0.94929, 0.89312], [2.92275, 0.18206, 0.13271], [0.43375, 0.68296, -0.74779], [-2.32714, 1.70313, 0.55714], [-1.94032, 0.28835, 0.20154], [-1.91684, -0.70843, 1.25644]]}

{"formula": "C43H51CdCl5N8O2P2S", "method": "ωB97M-V/def2-TZVPD", "de_lowest_kj_mol": 0.00, "e_tot_ev": -158027.9080, "homo_energy_ha": -0.0963, "charge": -2, "lumo_ev": 4.05, "elements": ["C", "C", "H", "H", "H", "C", "H", "H", "C", "H", "H", "C", "C", "C", "H", "H", "N", "H", "H", "H", "C", "C", "H", "C", "C", "H", "C", "C", "H", "H", "C", "C", "C", "H", "C", "C", "H", "C", "H", "H", "C", "C", "H", "C", "H", "H", "C", "N", "S", "N", "Cd", "H", "H", "C", "N", "H", "H", "H", "H", "C", "C", "C", "Cl", "H", "C", "H", "H", "Cl", "P", "H", "C", "H", "H", "H", "Cl", "O", "C", "N", "C", "C", "C", "C", "H", "H", "C", "H", "C", "H", "Cl", "C", "P", "N", "H", "O", "C", "H", "H", "C", "H", "H", "H", "N", "H", "H", "Cl", "C", "N", "H", "C", "C", "C", "H", "H"], "positions_angstrom": [[-3.51009, -2.67234, -2.65554], [-0.89719, -2.19996, 3.58892], [-4.95967, 6.77213, -1.67508], [5.66051, 3.88869, -0.86106], [-0.14634, 0.87418, -7.23204], [-2.77533, -1.14105, 1.89587], [-5.60928, 2.25997, -2.58764], [2.05034, 1.20829, -2.84101], [1.43349, 1.79577, -6.11284], [-3.13270, -0.37856, -4.49634], [-5.20762, -0.11413, -3.02082], [-3.19984, -1.79660, 3.05231], [2.53396, 3.12041, 3.00942], [-5.12724, 0.03344, -5.16742], [5.11494, -0.35798, -0.71056], [2.87504, 2.56929, -4.71788], [1.47893, 1.24655, 1.88628], [-3.61596, 2.33852, -5.76782], [-2.33633, 5.64096, -4.00043], [-3.36040, 6.16941, -1.20105], [-4.42938, 5.93308, -1.21081], [1.54101, -1.99664, -2.67590], [-5.81999, 2.57594, -4.31506], [-0.82149, 4.34554, -2.24545], [-2.24566, -2.31813, 3.91577], [-5.62707, 0.60790, -5.95984], [-1.44155, -0.96321, 1.54620], [-0.09213, 0.16095, -5.20899], [-6.73974, 0.38909, -3.76032], [-3.23929, -0.00541, -6.22362], [-3.26587, 1.71295, -4.92672], [-2.45783, -1.83905, -2.31232], [-5.27814, 1.95832, -3.57609], [-2.12745, -4.18743, -5.34627], [-3.39902, -3.52212, -3.74966], [3.52517, 1.95931, 0.92082], [-2.18370, 1.82746, -4.85931], [-4.91196, 5.68843, 0.21633], [-5.35541, -1.02269, -5.33333], [-0.26066, -2.73059, -4.72049], [5.16805, 3.00194, -0.48005], [4.16984, 3.11212, 0.47111], [-3.67302, 2.46374, 0.29908], [1.58808, 1.11252, -3.81306], [-2.33949, 1.74218, 3.68220], [-0.60330, 3.55985, -5.38712], [-1.26873, -1.84114, -3.04279], [3.87447, 0.74494, 0.48473], [-1.11654, 2.76578, 1.51687], [0.64287, 1.27332, 2.97839], [-0.93258, 0.53268, -0.08213], [1.55771, -2.42711, -3.67720], [1.23416, 5.19745, -4.91017], [-4.64110, 4.66499, -2.03011], [-1.37185, 1.65608, 3.95364], [6.29970, 1.61095, -1.68062], [-3.09942, 4.72879, 0.86840], [1.78065, 2.40303, -6.94056], [-1.09374, 5.35508, -1.88838], [-3.62196, 0.26149, -5.23344], [5.52914, 1.74509, -0.93206], [-2.22722, -3.52858, -4.49117], [0.28968, -2.85897, 4.66864], [3.87196, 4.08125, 0.84861], [-5.65114, 0.49643, -3.81374], [-2.57406, -1.15630, -1.48128], [-4.30860, 4.80606, -3.05461], [-4.88657, -1.96067, 3.42967], [0.13975, -0.81135, -2.45484], [-5.72781, 4.47259, -2.06826], [0.49219, 4.43091, -3.01749], [-4.50458, 4.26562, 1.81554], [2.29335, 2.66884, 3.97273], [-4.41819, -2.65561, -2.06432], [-2.73427, -3.10712, 5.38046], [2.26830, -4.00705, -1.60192], [2.45456, 2.05709, 1.94887], [-3.85475, 2.20570, -3.69070], [-1.17061, -2.69976, -4.13321], [2.04997, 1.88164, -4.86987], [-2.11019, 4.59136, -4.27282], [1.37998, -3.13942, -1.64377], [-0.70554, 3.70242, -1.37244], [-4.77403, 6.57858, 0.83744], [-0.52087, 1.82960, 2.86704], [-2.96618, 4.20593, -4.82262], [0.35532, 0.93821, -6.27266], [-5.98936, 5.47418, 0.19352], [-4.02072, -0.58982, 0.80307], [-0.84575, 4.59599, -5.13248], [-2.85479, 2.59583, -2.35934], [-3.95732, 3.52329, -1.45231], [3.52136, 3.58072, 3.05899], [0.29471, -3.07065, -1.01331], [-0.51725, -1.54365, 2.41365], [-5.36769, 2.90329, -0.01654], [-1.01003, 5.14937, -6.06413], [0.52288, 0.22135, -3.96229], [2.48298, -1.46110, -2.53762], [0.06652, 6.24432, -4.09989], [0.82249, 3.41256, -3.23687], [-1.88958, 3.80863, -3.07935], [1.78092, 3.89019, 2.82135], [1.25623, 4.90918, -2.39620], [1.16471, -1.39622, 2.08149], [4.85522, 0.65060, -0.40481], [-2.02616, 1.52525, -1.69418], [-4.21543, -4.18336, -4.01648], [0.30758, 5.19741, -4.32781], [-4.31903, 3.25124, -0.07319], [-4.16404, 4.49327, 0.80189], [-0.93670, -0.49860, -5.35541], [-1.17449, 0.80945, 4.47067]]}